--- 1 ---
Molecular formula: C9H16N2O
Method: DFT, ωB97M-V with the def2-TZVPD basis set

Properties
- SMILES: CC1=NCC2(CCN(C)CC2)O1
- Kohn-Sham gap: 0.323 Ha
- HOMO energy: -7.95 eV

```
! wB97M-V def2-TZVPD RIJCOSX def2/J DEFGRID3
* xyz 0 1
H -0.56 -1.75 -1.20
H -0.86 -1.85 1.08
C -2.75 0.06 0.08
C 0.39 1.18 0.74
H -0.92 -0.35 2.07
H 0.04 -0.49 -1.92
H -4.02 0.01 -1.57
H 1.18 1.59 -1.05
H 0.87 0.92 1.75
C 1.56 1.37 -0.12
H -4.60 1.40 -0.51
C -4.17 0.38 -0.51
H 2.09 2.32 0.03
N 2.27 0.18 -0.35
C 3.53 -0.14 0.25
C -0.60 0.20 0.00
H 4.26 0.66 -0.20
C 0.09 -0.86 -0.96
H 3.59 -0.18 1.49
H 3.72 -1.22 0.01
H -5.00 -0.22 0.08
O -1.78 0.73 -0.48
H 1.83 -1.59 0.52
N -2.55 -0.90 0.82
H -0.29 2.07 0.76
C -1.07 -0.83 1.04
H 2.13 -1.58 -1.32
C 1.63 -1.11 -0.55
*
```

Here are the Löwdin charges for atoms 1 to 4, given in e: number 1, H, carries 0.1361; number 2, H, carries 0.0904; number 3, C, carries -0.4987; number 4, C, carries -0.0857



--- 2 ---
Molecular formula: C9H16N2O
Method: DFT, ωB97M-V with the def2-TZVPD basis set

Properties
- SMILES: [H]/N=C(\N)C#CC.CCC(=O)CC
- Kohn-Sham gap: 0.369 Ha
- HOMO energy: -9.08 eV

```
! wB97M-V def2-TZVPD RIJCOSX def2/J DEFGRID3
* xyz 0 1
H 2.77 1.52 -1.04
C -3.36 -0.57 -0.17
H -6.34 0.27 0.81
N -4.34 1.60 -0.20
H -0.64 -2.07 0.51
H -5.23 2.07 -0.02
H 1.22 3.29 -0.44
H 1.76 2.54 1.05
C 1.19 2.36 0.14
H 3.58 0.57 1.36
H 1.15 0.97 -1.53
C 4.46 -0.66 -0.21
C 1.80 1.17 -0.66
H 5.42 -0.84 0.29
H 3.19 -1.12 1.51
C -2.44 -1.35 -0.26
H 4.18 -1.59 -0.74
C 2.00 -0.14 0.08
H 4.59 0.11 -0.97
H 0.12 2.18 0.37
H -0.83 -2.20 -1.29
N -5.65 -0.31 0.34
C 3.32 -0.33 0.78
C -1.32 -2.29 -0.29
C -4.47 0.35 -0.02
O 1.14 -0.98 0.09
H -5.55 -1.24 0.72
H -1.70 -3.32 -0.19
*
```

Here are the Löwdin charges for atoms 1 to 4, given in e: number 1, H, carries 0.1043; number 2, C, carries 0.0184; number 3, H, carries 0.0932; number 4, N, carries 0.1062



--- 3 ---
Molecular formula: C9H16N2O
Method: DFT, ωB97M-V with the def2-TZVPD basis set

Properties
- SMILES: C=CC[C@@H]1CN1.C=CN(C)C=O
- Kohn-Sham gap: 0.354 Ha
- HOMO energy: -9.01 eV

```
! wB97M-V def2-TZVPD RIJCOSX def2/J DEFGRID3
* xyz 0 1
H -2.79 0.22 -4.50
C 1.02 0.05 3.14
H 1.34 -2.61 4.18
C -2.03 -0.50 -2.14
H 2.94 -0.94 3.02
H -1.01 0.87 2.83
H 0.84 0.09 4.23
H -0.27 0.10 1.31
O 0.64 1.87 -1.64
N -1.15 0.64 -2.37
C 1.38 -2.43 3.11
H -1.81 -0.92 -1.15
N 1.12 1.38 2.49
H 0.98 -3.20 1.19
C 0.94 -3.37 2.26
H 0.55 -4.33 2.57
H -0.46 2.09 -3.61
C -0.19 0.99 -1.48
C 1.92 -1.08 2.66
H -0.16 0.34 -0.58
C -0.10 0.53 2.31
H 1.97 -1.08 1.56
H -1.86 -1.27 -2.88
H 1.68 1.28 1.63
C -2.03 1.00 -4.59
H -3.08 -0.17 -2.18
C -1.21 1.29 -3.58
H -1.97 1.58 -5.48
*
```

Here are the Löwdin charges for atoms 1 to 4, given in e: number 1, H, carries 0.0501; number 2, C, carries -0.3386; number 3, H, carries 0.0999; number 4, C, carries -0.0396



Quick one: least stable of them? 1



--- 1 ---
Molecular formula: C5H16O2
Method: DFT, ωB97M-V with the def2-TZVPD basis set

Properties
- SMILES: CCCCC.O.O
- Kohn-Sham gap: 0.429 Ha
- HOMO energy: -11.03 eV

```
! wB97M-V def2-TZVPD RIJCOSX def2/J DEFGRID3
* xyz 0 1
H -0.85 3.08 1.15
H 0.82 3.29 0.60
C -0.28 -1.17 1.08
H -0.58 -1.36 -3.90
H 0.37 -1.97 -2.95
H -0.85 0.32 2.54
H 2.96 0.89 -2.50
H -2.20 -2.11 1.67
H -1.96 -2.04 -0.04
H 0.26 1.22 -0.14
C 0.22 1.27 0.96
C -0.77 0.24 1.47
C -1.42 -2.15 0.91
H 1.21 0.92 1.29
H 0.29 -1.16 0.17
H 1.70 0.42 -3.13
H 0.49 3.06 2.27
H -1.74 0.31 0.97
O 2.57 0.10 -2.90
O 0.30 -1.21 -3.53
H -1.09 -3.19 0.90
H 0.39 -1.52 1.85
C 0.16 2.77 1.27
*
```

Here are the Löwdin charges for atoms 1 to 4, given in e: number 1, H, carries 0.0557; number 2, H, carries 0.0627; number 3, C, carries -0.2700; number 4, H, carries 0.0476



--- 2 ---
Molecular formula: C5H16O2
Method: DFT, ωB97M-V with the def2-TZVPD basis set

Properties
- SMILES: CCCCC.O.O
- Kohn-Sham gap: 0.395 Ha
- HOMO energy: -9.92 eV

```
! wB97M-V def2-TZVPD RIJCOSX def2/J DEFGRID3
* xyz 0 1
C 1.38 -1.85 -0.43
H 0.00 -2.50 4.18
H 0.12 2.07 0.72
H 1.57 -1.54 0.59
H -5.55 0.38 -0.47
O -5.09 0.20 -1.31
H 2.36 -2.04 -0.73
C 0.76 1.44 0.14
C 1.08 -0.70 -1.38
C 1.85 2.53 -0.46
H 1.95 3.32 0.30
H -0.42 0.81 -1.78
O -0.87 -2.13 4.33
H 1.49 3.00 -1.42
H 1.36 0.78 0.79
C 0.10 0.37 -0.91
H -5.93 0.37 -1.79
H 0.27 -1.00 -2.29
H 1.96 -0.45 -1.88
H 0.61 -2.63 -0.20
H -0.69 -0.24 -0.45
H -1.01 -2.11 5.30
H 2.70 1.92 -0.85
*
```

Here are the Löwdin charges for atoms 1 to 4, given in e: number 1, C, carries -0.1225; number 2, H, carries 0.0269; number 3, H, carries 0.0604; number 4, H, carries 0.0565



Quick one: least stable of them? 2



--- 1 ---
Molecular formula: C4H13N2O2
Method: DFT, ωB97M-V with the def2-TZVPD basis set

Properties
- Kohn-Sham gap: 0.405 Ha
- HOMO energy: -14.05 eV

```
! wB97M-V def2-TZVPD RIJCOSX def2/J DEFGRID3
* xyz 1 1
H -1.66 -1.24 2.38
H 0.50 0.67 0.70
C -2.15 -1.19 1.35
H 2.87 -0.05 -1.73
C 0.87 -1.03 -0.49
H -1.78 0.81 0.49
O -0.20 0.17 -2.32
N 0.09 -0.27 0.58
H 2.21 1.13 -2.78
C -1.44 -0.24 0.38
H 0.38 -2.00 -0.69
H -3.13 -0.76 1.72
C 0.85 -0.16 -1.83
H -2.16 -2.19 0.87
H 1.08 3.20 0.32
O 0.63 2.46 0.76
H 0.86 2.67 1.67
H -1.83 -0.35 -0.62
H 0.10 -0.71 1.52
H 1.87 -1.30 -0.22
N 2.05 0.40 -2.08
*
```

Here are the Löwdin charges for atoms 1 to 4, given in e: number 1, H, carries 0.0954; number 2, H, carries 0.1038; number 3, C, carries -0.0740; number 4, H, carries 0.1034



--- 2 ---
Molecular formula: C4H13N2O2
Method: DFT, ωB97M-V with the def2-TZVPD basis set

Properties
- Kohn-Sham gap: 0.237 Ha
- HOMO energy: -14.54 eV

```
! wB97M-V def2-TZVPD RIJCOSX def2/J DEFGRID3
* xyz 1 1
H 1.17 1.19 -2.00
H 0.61 1.60 0.83
H 1.96 2.44 -0.99
C -0.52 0.04 -0.41
H -0.11 -4.39 0.48
H -1.43 4.88 -0.03
N 1.36 1.64 -1.10
H -1.60 -3.43 0.78
H -1.55 -1.23 0.70
H 1.54 0.25 0.46
C -0.50 -3.45 0.84
H 1.16 -2.08 0.32
C 0.10 -2.26 0.11
O -0.30 -0.19 -1.64
O -0.61 4.72 0.45
C 0.89 0.97 -0.02
H -1.44 0.67 -0.33
H -0.01 5.41 0.15
H -0.25 -3.34 1.90
H 0.09 -2.42 -0.98
N -0.58 -1.02 0.49
*
```

Here are the Löwdin charges for atoms 1 to 4, given in e: number 1, H, carries 0.1209; number 2, H, carries 0.1359; number 3, H, carries 0.1467; number 4, C, carries -0.4218



Quick one: least stable of them? 2



--- 1 ---
Molecular formula: C8H18N2O
Method: DFT, ωB97M-V with the def2-TZVPD basis set

Properties
- Kohn-Sham gap: 0.367 Ha
- HOMO energy: -9.32 eV

```
! wB97M-V def2-TZVPD RIJCOSX def2/J DEFGRID3
* xyz 0 1
H -4.43 -0.81 -0.42
C -0.48 -0.78 0.69
H 2.31 -0.56 1.22
H 1.57 1.28 -0.49
N -2.05 1.45 0.10
H -0.24 -2.02 -0.96
H -2.50 -1.86 -0.37
H 2.13 -2.37 -1.28
C -2.10 -1.07 0.52
C 3.29 2.09 0.31
H 4.43 2.48 0.48
O -2.77 2.38 -0.37
C 0.13 -1.09 -0.80
H 2.54 3.20 0.11
C 2.67 1.01 -0.53
H 0.00 -1.30 1.69
H 3.49 -0.56 0.13
H -4.27 0.79 -1.28
N -2.77 0.25 0.14
C 2.54 -0.35 0.09
H -5.04 0.69 0.45
H 1.46 -2.47 0.63
H -0.26 0.35 0.98
C 1.52 -1.59 -0.40
H 0.00 -0.38 -1.67
C -4.20 0.18 -0.29
H 3.18 0.61 -1.59
H 2.78 2.13 1.42
H -2.95 -1.67 1.47
*
```

Here are the Löwdin charges for atoms 1 to 4, given in e: number 1, H, carries 0.0186; number 2, C, carries -0.1863; number 3, H, carries 0.1224; number 4, H, carries 0.1010



--- 2 ---
Molecular formula: C8H18N2O
Method: DFT, ωB97M-V with the def2-TZVPD basis set

Properties
- Kohn-Sham gap: 0.362 Ha
- HOMO energy: -9.08 eV

```
! wB97M-V def2-TZVPD RIJCOSX def2/J DEFGRID3
* xyz 0 1
C 2.18 -1.20 -0.53
O 1.87 2.27 0.34
H 2.55 -1.70 -1.67
H 4.49 -0.07 0.47
H 0.32 -0.22 1.22
H 4.22 1.22 -0.67
C 3.86 0.71 0.29
H -2.47 2.49 -1.51
H 0.46 -2.05 -1.27
H -4.05 1.11 -0.59
C -3.06 1.83 -0.39
C 0.68 -1.23 -0.55
N 2.54 0.25 -0.17
C -0.09 -1.22 0.83
H -1.64 -0.32 -1.29
H -3.58 2.82 0.24
C -2.24 -0.33 -0.35
H -2.53 0.73 1.39
H 0.39 -1.87 1.66
H -1.06 1.48 0.39
H -2.40 -1.51 1.51
C -2.18 1.03 0.36
H 0.42 -0.43 -1.07
H 3.62 1.49 1.18
C -1.68 -1.39 0.58
H -3.28 -0.72 -0.66
H -1.48 -2.46 0.09
N 1.58 1.18 -0.17
H 2.57 -1.88 0.33
*
```

Here are the Löwdin charges for atoms 1 to 4, given in e: number 1, C, carries -0.1344; number 2, O, carries -0.0831; number 3, H, carries 0.1818; number 4, H, carries 0.0324



Quick one: least stable of them? 1